[1]
19
Properties=species:S:1:pos:R:3 method="wB97M-V/def2-TZVPD" energy_ha=-344.19320 relative_energy_kj_mol=503.63
C 0.728 -0.582 -0.258
C 0.769 0.875 -0.295
C -1.786 0.458 -0.936
C 0.887 -1.415 0.978
N -0.735 0.653 0.050
N -1.123 0.901 1.387
O 2.589 -0.474 -0.763
H 2.795 -0.266 -1.684
H 0.385 -1.106 -1.144
H -1.730 0.159 1.726
H -1.624 1.787 1.445
H 0.857 1.319 -1.281
H 1.296 1.350 0.526
H -2.419 1.350 -0.994
H -1.354 0.286 -1.923
H -2.404 -0.401 -0.659
H 0.999 -0.800 1.872
H 1.815 -1.978 0.848
H 0.059 -2.116 1.105



[2]
38
Properties=species:S:1:pos:R:3 method="wB97M-V/def2-TZVPD" energy_ha=-1635.51153 total_charge=+1
Be 0.810 0.283 -0.227
C 0.301 3.412 0.353
C 1.201 2.218 0.372
C 1.280 1.360 1.480
C 2.233 0.326 1.538
C 2.304 -0.589 2.721
C 3.117 0.161 0.466
C 2.988 0.907 -0.700
C 3.852 0.645 -1.892
C 1.973 1.887 -0.754
H -0.498 3.289 -0.382
H 0.877 4.295 0.074
H -0.159 3.584 1.322
H 0.668 1.565 2.350
H 2.072 -1.610 2.415
H 1.607 -0.293 3.500
H 3.313 -0.599 3.134
H 3.865 -0.621 0.515
H 3.320 0.005 -2.600
H 4.769 0.136 -1.604
H 4.108 1.568 -2.409
H 1.905 2.523 -1.629
O -2.730 1.560 -1.396
S -2.417 0.741 -0.274
O -2.523 1.272 1.047
N -0.823 0.140 -0.456
C -0.818 -1.175 -0.606
S 0.719 -1.857 -0.702
C -2.122 -1.814 -0.599
C -2.417 -3.163 -0.727
C -3.751 -3.541 -0.679
C -4.759 -2.598 -0.507
C -4.464 -1.243 -0.374
C -3.139 -0.881 -0.421
H -1.622 -3.884 -0.859
H -4.007 -4.587 -0.779
H -5.792 -2.917 -0.472
H -5.241 -0.503 -0.240



[3]
68
Properties=species:S:1:pos:R:3 method="wB97M-V/def2-TZVPD" energy_ha=-1662.44596 total_charge=-2 relative_energy_kj_mol=36.61
C -1.672 5.761 0.994
C -1.782 4.257 1.330
C -3.220 3.707 1.322
C -3.453 2.617 0.277
N -2.868 1.325 0.680
C -1.814 0.932 -0.257
O -1.360 -0.339 0.091
C 0.028 -0.542 -0.136
C 0.309 -0.816 -1.620
C 1.513 -0.058 -2.189
N 1.488 1.401 -2.012
C 0.516 -1.698 0.779
C 1.550 -1.238 1.802
C 2.314 -2.423 2.403
O 2.510 -2.310 3.806
C 3.825 -2.041 4.230
C 4.078 -0.565 4.473
O -0.544 -2.447 1.352
C -1.190 -1.832 2.444
C -0.741 -2.453 3.764
O -0.553 -1.406 4.746
N 0.004 -1.954 5.891
O 0.585 -1.147 6.505
H -0.992 6.244 1.696
H -1.242 5.905 0.005
H -2.636 6.259 1.066
H -1.344 4.085 2.312
H -1.153 3.714 0.627
H -3.913 4.527 1.125
H -3.447 3.275 2.296
H -4.521 2.520 0.078
H -3.018 2.968 -0.666
H -3.603 0.641 0.543
H -2.196 0.899 -1.287
H -1.020 1.683 -0.228
H 0.598 0.352 0.144
H -0.553 -0.529 -2.227
H 0.443 -1.877 -1.818
H 2.440 -0.473 -1.784
H 1.494 -0.244 -3.261
H 0.533 1.731 -2.069
H 1.838 1.665 -1.099
H 1.043 -2.399 0.131
H 2.272 -0.639 1.240
H 1.148 -0.579 2.571
H 1.763 -3.348 2.224
H 3.262 -2.538 1.871
H 3.958 -2.561 5.182
H 4.576 -2.448 3.547
H 3.370 -0.165 5.196
H 5.071 -0.462 4.920
H 4.082 0.019 3.555
H -2.252 -2.033 2.312
H -1.087 -0.749 2.454
H 0.177 -3.021 3.652
H -1.503 -3.141 4.133
C 0.197 -2.663 -6.363
C -0.211 -1.948 -5.241
C -0.737 -0.509 -5.497
O -1.170 0.165 -4.537
C -0.689 -0.003 -6.818
C -0.273 -0.711 -7.954
C 0.166 -2.187 -7.708
O 0.482 -2.911 -8.664
O -0.227 -0.268 -9.117
O -0.199 -2.330 -4.049
H 0.566 -3.679 -6.244
H -1.013 1.030 -6.926



[4]
70
Properties=species:S:1:pos:R:3 method="wB97M-V/def2-TZVPD" energy_ha=-4864.09880 total_charge=+1 spin_multiplicity=3
Re 0.230 -2.280 1.731
C -3.003 -0.403 2.808
C -2.865 -1.877 2.701
N -1.789 -2.560 2.312
C -2.107 -3.905 2.386
C -3.387 -4.035 2.807
N -3.837 -2.751 2.996
C -4.310 -5.177 3.078
O -3.843 -6.385 2.864
O -5.425 -4.925 3.454
C -1.041 -4.888 2.073
O -1.247 -6.083 2.135
O 0.090 -4.315 1.781
H -2.027 0.058 2.941
H -3.630 -0.143 3.660
H -3.468 0.006 1.909
H -4.776 -2.554 3.322
H -2.903 -6.385 2.543
F 4.620 -3.034 -0.042
C 3.491 -3.639 -0.396
F 3.248 -4.618 0.462
F 3.648 -4.161 -1.616
C 2.313 -2.619 -0.391
O 1.989 -2.311 0.904
C 1.093 -3.247 -1.138
F 0.973 -4.540 -0.968
F -0.074 -2.681 -0.553
F 1.023 -2.955 -2.416
C 2.731 -1.295 -1.097
F 3.331 -1.497 -2.262
F 3.524 -0.587 -0.309
F 1.620 -0.559 -1.320
S 1.195 -1.715 4.941
C 0.748 -1.940 3.490
Cl 2.872 6.998 1.472
C 1.756 6.005 0.605
C 2.201 5.208 -0.436
C 1.293 4.408 -1.110
C -0.053 4.367 -0.761
C -1.011 3.444 -1.501
C -1.686 2.377 -0.619
N -0.819 1.564 0.250
C -0.001 1.997 1.272
C 0.493 0.883 1.870
N -0.021 -0.228 1.235
C -0.802 0.228 0.264
O -0.437 2.929 -2.681
C 0.329 1.730 -2.572
C 1.108 1.549 -3.829
C 2.467 1.594 -3.924
Cl 3.583 1.872 -2.644
S 3.039 1.325 -5.514
C 1.435 1.178 -6.098
C 0.518 1.306 -5.106
C -0.470 5.225 0.254
Cl -2.153 5.333 0.700
C 0.414 6.034 0.948
H 3.243 5.219 -0.722
H 1.643 3.816 -1.942
H -1.849 4.054 -1.852
H -2.219 1.685 -1.272
H -2.417 2.864 0.022
H 0.163 3.039 1.477
H 1.177 0.800 2.696
H -1.352 -0.380 -0.437
H -0.347 0.875 -2.442
H 1.005 1.765 -1.715
H 1.260 1.001 -7.146
H -0.549 1.251 -5.267
H 0.058 6.686 1.733



[5]
65
Properties=species:S:1:pos:R:3 method="wB97M-V/def2-TZVPD" energy_ha=-1987.21095 total_charge=+2 spin_multiplicity=5 relative_energy_kj_mol=385.13
P 0.658 -2.818 -0.937
P 0.141 2.453 0.880
C 1.361 0.325 -1.205
C 1.274 1.715 -0.464
H 0.147 0.363 -1.949
H 2.181 0.387 -2.040
H 2.181 1.684 0.255
H 1.241 2.570 -1.192
C -1.489 3.135 0.766
H -1.439 4.245 0.660
H -2.141 2.884 1.651
H -1.994 2.712 -0.142
C 1.359 3.563 1.772
H 1.701 4.370 1.085
H 2.270 2.997 2.057
H 0.958 4.051 2.678
C -0.588 -4.040 -1.262
H -0.425 -4.930 -0.673
H -0.536 -4.331 -2.310
H -1.611 -3.631 -1.160
C 2.346 -3.168 -1.214
H 3.058 -2.389 -0.899
H 2.493 -3.215 -2.289
H 2.664 -4.131 -0.821
Os -0.432 -0.992 -1.297
C 0.132 0.989 -3.602
C -1.177 1.077 -3.209
C -2.302 0.366 -3.873
C -1.903 -1.062 -4.285
C -1.088 -1.640 -3.178
C 0.239 -2.004 -3.352
C 1.233 -1.259 -4.173
C 0.823 0.172 -4.598
C 0.573 -1.791 0.690
H 0.795 1.695 -3.093
H -1.443 1.717 -2.365
H -2.694 0.927 -4.731
H -3.144 0.282 -3.188
H -2.789 -1.678 -4.540
H -1.334 -1.056 -5.219
H -1.697 -1.911 -2.288
H 0.559 -3.060 -3.174
H 1.569 -1.861 -5.041
H 2.168 -1.250 -3.608
H 1.773 0.675 -4.857
H 0.278 0.115 -5.541
H 1.386 -1.073 0.966
H 1.007 -2.840 0.970
H -0.225 -1.708 1.450
O -2.039 0.440 1.796
C -0.972 0.588 2.362
O 0.105 0.906 1.529
C -0.699 0.652 3.778
C 0.548 1.113 4.261
C 0.717 1.202 5.640
C -0.326 0.831 6.489
C -1.549 0.335 5.972
C -1.756 0.233 4.625
N -0.131 1.040 7.896
O 0.953 1.499 8.332
O -1.069 0.773 8.682
H 1.401 1.318 3.586
H 1.645 1.573 6.054
H -2.290 0.072 6.700
H -2.653 -0.207 4.187



[6]
9
Properties=species:S:1:pos:R:3 method="wB97M-V/def2-TZVPD" energy_ha=-188.24275 total_charge=+1 relative_energy_kj_mol=453.54
C 0.922 -0.104 0.052
C -0.960 0.081 0.040
N -0.014 -1.042 0.026
N 0.110 0.951 0.002
H 2.959 0.124 -0.100
H -1.398 -0.009 -0.979
H -1.571 0.070 0.895
H -0.160 -1.975 0.012
H 0.111 1.905 0.052



[7]
17
Properties=species:S:1:pos:R:3 method="wB97M-V/def2-TZVPD" smiles="O[N+]1=N[C@H]1c1ccccc1" energy_ha=-455.22546 total_charge=+1 relative_energy_kj_mol=516.96
O -0.359 3.360 1.450
N -1.206 2.407 1.161
N -2.016 2.063 0.219
C -1.428 1.010 1.097
C -0.514 0.190 0.335
C -0.357 -1.088 0.821
C 0.499 -1.926 0.161
C 1.170 -1.488 -0.962
C 0.750 -0.284 -1.590
C 0.020 0.578 -0.843
H -0.268 4.157 0.856
H -1.979 0.486 1.868
H -0.879 -1.313 1.826
H 0.608 -2.965 0.595
H 1.982 -2.134 -1.497
H 1.218 0.045 -2.527
H -0.014 1.624 -1.187



[8]
85
Properties=species:S:1:pos:R:3 method="wB97M-V/def2-TZVPD" energy_ha=-5537.73391 total_charge=+1 spin_multiplicity=5
Rh 0.993 0.013 -0.242
C 4.998 -0.093 -0.791
Sb 3.154 0.851 -1.265
C 2.130 -0.820 1.176
C 2.580 -2.168 0.964
C 1.906 -3.073 0.129
C 2.391 -4.362 0.003
C 3.528 -4.724 0.708
C 4.127 -3.769 1.525
N 3.685 -2.531 1.657
Si 2.494 0.099 2.821
C 1.549 1.702 2.984
C 2.024 -1.057 4.196
C 4.309 0.577 2.828
C 2.650 0.539 -3.347
C 1.173 0.272 -3.439
C 0.580 0.256 -4.705
C -0.766 0.011 -4.859
C -1.541 -0.215 -3.732
C -0.919 -0.186 -2.506
N 0.399 0.052 -2.351
Si 3.586 -1.005 -4.051
C 3.242 -2.441 -2.904
C 5.413 -0.631 -4.222
C 2.957 -1.554 -5.725
Si 3.128 2.187 -4.259
C 3.420 1.983 -6.094
C 1.760 3.455 -4.036
C 4.705 2.858 -3.493
H 4.919 -0.351 0.261
H 5.820 0.602 -0.943
H 5.148 -0.988 -1.384
H 0.989 -2.782 -0.372
H 1.879 -5.076 -0.628
H 3.937 -5.721 0.647
H 5.009 -4.022 2.102
H 0.504 1.531 3.233
H 1.611 2.334 2.097
H 2.001 2.263 3.805
H 0.948 -1.229 4.179
H 2.284 -0.597 5.151
H 2.542 -2.011 4.124
H 4.506 1.385 2.121
H 4.956 -0.270 2.614
H 4.562 0.957 3.819
H 1.197 0.441 -5.570
H -1.206 -0.004 -5.847
H -2.600 -0.413 -3.793
H -1.468 -0.370 -1.593
H 3.474 -2.267 -1.855
H 3.806 -3.321 -3.218
H 2.182 -2.700 -2.960
H 5.851 -0.088 -3.390
H 5.609 -0.059 -5.129
H 5.957 -1.572 -4.316
H 1.947 -1.957 -5.673
H 3.609 -2.370 -6.044
H 2.991 -0.795 -6.501
H 2.509 1.764 -6.650
H 4.163 1.228 -6.343
H 3.796 2.939 -6.465
H 0.770 3.019 -3.902
H 1.709 4.081 -4.928
H 1.966 4.118 -3.194
H 5.492 2.110 -3.410
H 4.533 3.290 -2.505
H 5.096 3.660 -4.120
F -2.685 -2.442 2.741
C -1.962 -2.564 1.632
F -2.803 -2.694 0.599
F -1.247 -3.700 1.718
C -0.987 -1.373 1.442
O -0.636 -0.727 2.408
O -0.620 -1.225 0.225
Br -2.646 3.562 2.802
C -1.537 3.384 1.299
C -1.298 4.450 0.451
C -0.465 4.244 -0.640
C 0.101 2.999 -0.821
N -0.121 1.977 0.011
C -0.939 2.158 1.049
H -1.752 5.413 0.636
H -0.258 5.041 -1.339
H 0.747 2.800 -1.664
H -1.104 1.305 1.694



[9]
21
Properties=species:S:1:pos:R:3 method="wB97M-V/def2-TZVPD" energy_ha=-3044.85604 total_charge=-1 spin_multiplicity=4 relative_energy_kj_mol=74.03
Ti 0.928 -0.026 -1.234
Cl 2.313 -1.677 -0.796
C 1.747 0.893 -2.842
C -0.811 -0.774 -1.941
H 1.084 0.820 -3.718
H 1.949 1.952 -2.621
H 2.695 0.363 -3.036
H -0.925 -0.325 -2.945
H -1.662 -0.509 -1.297
H -0.717 -1.870 -2.018
Tm -0.887 0.742 2.199
C -1.983 -1.261 1.887
C 0.522 1.362 0.387
H -3.064 -1.090 1.766
H -1.612 -1.774 0.986
H -1.858 -1.952 2.727
H 0.095 2.275 -0.115
H 1.546 1.670 0.716
S 1.094 -0.618 3.350
C 0.194 0.481 4.146
N -0.647 1.321 4.401



[10]
12
Properties=species:S:1:pos:R:3 method="wB97M-V/def2-TZVPD" smiles="OC=C=CCO" energy_ha=-306.35791 relative_energy_kj_mol=389.59
O 0.357 1.353 1.032
C -1.004 1.258 0.675
C -1.334 0.066 0.226
C -0.444 -0.918 0.208
C 0.546 -1.102 -0.907
O 0.668 -0.039 -1.811
H 0.472 1.278 1.990
H -1.552 2.191 0.755
H -0.252 -1.494 1.119
H 1.531 -1.416 -0.512
H 0.119 -1.945 -1.450
H 0.891 0.768 -1.323



[11]
12
Properties=species:S:1:pos:R:3 method="wB97M-V/def2-TZVPD" smiles="C/C=N/CC#N" energy_ha=-265.38788 relative_energy_kj_mol=387.77
C 1.820 0.865 -0.028
C 0.554 0.086 -0.300
N 0.090 -0.674 0.574
C -1.217 -1.308 0.409
C -2.030 -0.134 0.002
N -2.050 0.735 -0.803
H 1.890 1.613 -0.854
H 2.910 0.703 0.082
H 1.373 1.328 0.902
H -0.078 0.617 -0.778
H -1.743 -1.773 1.251
H -1.519 -2.058 -0.456



[12]
49
Properties=species:S:1:pos:R:3 method="wB97M-V/def2-TZVPD" smiles="O=COCCCCSC(=S)n1ccnc1.CCN(CC)CC" energy_ha=-1698.70595
O 2.808 0.924 6.452
C 2.911 0.317 5.361
O 2.025 -0.690 4.901
C 0.636 -0.390 5.262
C -0.439 -1.003 4.245
C -0.745 -2.563 4.445
C 0.536 -3.523 4.339
S 0.880 -4.005 2.551
C 2.256 -2.907 1.990
S 3.847 -3.234 2.459
N 1.944 -1.722 1.153
C 3.009 -0.838 0.721
C 2.267 0.261 -0.061
N 0.816 -0.027 -0.093
C 0.675 -1.234 0.652
H 3.816 0.540 4.686
H 0.404 -0.616 6.374
H 0.536 0.761 5.178
H -1.432 -0.448 4.463
H -0.141 -0.699 3.186
H -1.346 -2.735 5.403
H -1.450 -2.868 3.578
H 0.239 -4.518 4.853
H 1.465 -3.155 4.888
H 4.132 -0.882 0.880
H 2.770 1.161 -0.535
H -0.318 -1.768 0.867
C -1.591 4.127 -3.860
C -0.982 2.795 -3.438
N -1.947 1.703 -3.369
C -1.424 0.511 -2.701
C -0.259 -0.220 -3.365
C -2.721 1.449 -4.580
C -1.951 1.130 -5.861
H -2.424 4.404 -3.209
H -0.837 4.916 -3.792
H -1.946 4.106 -4.893
H -0.547 2.942 -2.443
H -0.150 2.558 -4.111
H -2.242 -0.200 -2.539
H -1.108 0.804 -1.694
H -0.587 -0.795 -4.232
H 0.173 -0.934 -2.658
H 0.540 0.457 -3.672
H -3.350 2.324 -4.773
H -3.438 0.643 -4.391
H -1.098 1.794 -6.016
H -2.614 1.248 -6.726
H -1.597 0.099 -5.875